{
  "formula": "C25H55AlBr2Cl4CsF6LiNO13S4",
  "method": "ωB97M-V/def2-TZVPD",
  "symbols": ["C", "O", "C", "C", "C", "C", "C", "C", "C", "C", "C", "C", "C", "C", "O", "S", "O", "O", "C", "Br", "C", "C", "Br", "H", "H", "H", "H", "H", "H", "H", "H", "H", "H", "H", "H", "H", "H", "H", "H", "H", "H", "H", "H", "H", "H", "H", "H", "H", "H", "H", "H", "H", "H", "H", "H", "O", "H", "H", "H", "C", "C", "O", "C", "H", "H", "H", "H", "H", "H", "N", "S", "O", "O", "F", "S", "O", "O", "F", "C", "Cl", "Cl", "H", "H", "Li", "Cl", "C", "C", "Cl", "H", "H", "H", "H", "O", "S", "O", "O", "C", "C", "C", "H", "H", "H", "H", "H", "H", "H", "H", "F", "Al", "F", "F", "F", "Cs"],
  "coordinates": [[5.467, -1.956, 3.767], [4.154, -1.488, 3.516], [4.016, -0.074, 3.540], [4.866, 0.666, 2.493], [4.046, 1.260, 1.338], [4.512, 0.849, -0.048], [4.151, -0.590, -0.457], [5.377, -1.525, -0.472], [5.068, -2.967, -0.923], [4.851, -3.986, 0.215], [3.426, -3.838, 0.801], [2.526, -5.030, 0.443], [1.025, -4.761, 0.627], [0.599, -3.574, -0.227], [-0.758, -3.219, 0.056], [-1.304, -1.995, -0.866], [-0.340, -0.916, -0.721], [-2.525, -1.707, 0.131], [-3.833, -1.905, -0.427], [-4.362, -3.748, -0.105], [-4.755, -0.876, 0.223], [-6.202, -1.293, 0.437], [-4.663, 0.775, -0.809], [5.430, -2.759, 4.504], [5.915, -2.351, 2.842], [6.133, -1.168, 4.139], [4.231, 0.324, 4.541], [2.956, 0.136, 3.364], [5.686, 0.043, 2.121], [5.331, 1.513, 2.983], [4.151, 2.358, 1.415], [2.986, 0.997, 1.448], [3.973, 1.540, -0.723], [5.585, 1.025, -0.182], [3.393, -0.976, 0.228], [3.721, -0.561, -1.471], [6.104, -1.094, -1.172], [5.814, -1.520, 0.533], [5.861, -3.316, -1.595], [4.114, -2.968, -1.484], [4.944, -4.985, -0.230], [5.634, -3.935, 0.978], [3.488, -3.758, 1.891], [3.006, -2.926, 0.387], [2.816, -5.866, 1.090], [2.709, -5.375, -0.587], [0.449, -5.630, 0.294], [0.770, -4.547, 1.671], [1.232, -2.706, -0.043], [0.704, -3.842, -1.295], [-3.767, -1.775, -1.508], [-4.309, -0.648, 1.194], [-6.612, -1.826, -0.424], [-6.816, -0.402, 0.578], [-6.284, -1.895, 1.345], [4.124, -2.781, -4.203], [4.399, -3.083, -5.103], [3.226, -3.099, -3.972], [4.199, -1.810, -4.101], [4.844, -7.286, -6.272], [4.381, -6.057, -7.008], [5.125, -5.122, -7.233], [2.938, -6.038, -7.449], [5.898, -7.191, -6.021], [4.263, -7.422, -5.358], [4.705, -8.171, -6.896], [2.275, -6.123, -6.586], [2.736, -6.881, -8.111], [2.727, -5.113, -7.982], [-8.469, 2.910, -0.730], [-8.737, 4.368, -0.196], [-8.215, 4.647, 1.104], [-10.015, 4.922, -0.538], [-7.739, 5.141, -1.167], [-9.259, 1.746, -0.008], [-8.711, 0.480, -0.370], [-10.673, 1.920, 0.026], [-8.808, 1.919, 1.508], [6.572, 4.375, 1.941], [7.458, 3.202, 0.921], [6.288, 3.890, 3.589], [7.113, 5.314, 1.916], [5.589, 4.489, 1.495], [3.228, 3.063, -0.682], [4.584, -4.533, 6.238], [2.830, -4.835, 6.390], [2.531, -6.256, 6.785], [2.932, -7.418, 5.491], [2.368, -4.570, 5.442], [2.459, -4.161, 7.161], [1.467, -6.358, 6.990], [3.092, -6.545, 7.670], [-8.870, 7.495, -1.023], [-9.822, 8.047, -1.947], [-9.605, 7.884, -3.349], [-9.943, 9.633, -1.636], [-8.756, 10.442, -1.612], [-8.216, 10.716, -3.012], [-11.445, 7.598, -1.492], [-7.970, 9.959, -1.011], [-9.029, 11.381, -1.131], [-7.867, 9.802, -3.503], [-7.382, 11.425, -2.983], [-9.008, 11.129, -3.632], [-11.569, 7.770, -0.426], [-11.528, 6.534, -1.718], [-12.142, 8.187, -2.082], [1.009, 3.417, 3.083], [2.259, 4.446, 3.544], [3.401, 4.424, 2.231], [3.054, 3.835, 4.891], [1.725, 6.011, 3.781], [-6.712, 9.119, -1.017]],
  "forces_ev_per_angstrom": [[0.21, 0.05, -0.08], [-0.06, 0.09, -0.15], [0.03, 0.07, 0.11], [-0.28, 0.18, 0.16], [0.34, 0.19, 0.01], [-0.23, -0.21, 0.13], [0.34, 0.02, -0.10], [-0.40, 0.16, -0.19], [0.09, -0.11, 0.35], [-0.29, -0.19, -0.48], [0.55, -0.54, 0.11], [-0.11, -0.09, 0.33], [-0.10, 0.29, -0.32], [0.23, -0.17, -0.13], [0.14, -0.07, -0.11], [0.34, 0.07, 0.13], [-0.23, -0.21, -0.09], [-0.25, 0.21, -0.10], [0.31, 0.39, -0.09], [0.04, -0.05, -0.01], [-0.14, -0.40, 0.63], [-0.13, 0.35, -0.12], [0.17, -0.06, -0.08], [-0.05, 0.10, -0.11], [-0.03, 0.03, 0.10], [-0.15, -0.05, 0.04], [0.13, -0.21, -0.07], [0.10, -0.15, 0.05], [-0.16, -0.04, 0.07], [0.23, -0.03, 0.14], [-0.33, -0.17, 0.13], [0.07, 0.19, 0.00], [0.31, -0.43, -0.78], [-0.16, 0.20, -0.03], [-0.04, 0.09, -0.15], [-0.10, -0.18, 0.14], [0.08, 0.02, 0.27], [0.13, -0.10, -0.21], [-0.08, 0.02, 0.10], [0.21, 0.03, -0.14], [0.03, 0.06, 0.15], [-0.09, 0.25, -0.12], [-0.23, 0.26, -0.17], [-0.02, 0.07, 0.36], [-0.06, 0.01, -0.18], [0.00, 0.19, 0.06], [0.05, 0.03, 0.27], [0.11, -0.09, -0.13], [-0.19, 0.01, 0.03], [-0.08, 0.03, 0.10], [-0.27, -0.17, 0.08], [-0.02, 0.16, -0.18], [0.03, 0.02, 0.13], [0.06, -0.12, -0.01], [0.05, -0.14, -0.23], [0.00, -0.11, -0.35], [0.03, -0.05, 0.04], [0.05, -0.01, 0.08], [0.04, -0.04, 0.06], [0.28, 0.11, -0.04], [-0.08, -0.10, -0.05], [-0.19, 0.18, 0.39], [0.06, 0.22, -0.10], [-0.01, -0.01, -0.01], [-0.07, -0.07, -0.06], [-0.09, -0.01, 0.05], [-0.01, -0.13, -0.02], [-0.04, -0.04, 0.08], [0.00, -0.02, -0.01], [-0.05, 0.06, 0.32], [-0.18, 0.39, -0.09], [-0.03, 0.04, -0.05], [0.03, -0.09, -0.01], [0.27, -0.35, -0.21], [0.01, -0.09, 0.21], [-0.01, 0.12, -0.31], [0.06, -0.04, -0.02], [-0.04, -0.08, 0.01], [-0.56, 0.32, -0.34], [0.02, -0.10, 0.15], [0.30, -0.15, 0.22], [0.13, -0.09, 0.05], [0.05, 0.12, 0.04], [-0.18, 0.46, 0.96], [-0.04, -0.10, 0.06], [-0.06, 0.13, 0.01], [-0.03, -0.03, 0.07], [0.00, 0.02, -0.02], [0.04, -0.04, 0.00], [0.03, -0.01, 0.00], [0.00, 0.00, -0.04], [0.02, -0.01, -0.04], [-0.01, 0.54, -0.06], [-0.82, 0.08, -0.08], [0.22, 0.00, 0.10], [-0.03, 0.01, 0.17], [-2.38, 1.67, -0.61], [0.14, -0.16, 0.06], [-0.09, -0.11, -0.07], [-9.99, 6.26, -0.72], [-0.28, -0.02, 0.00], [-0.14, 0.05, -0.07], [-0.13, 0.08, 0.04], [0.03, 0.03, 0.01], [0.04, -0.05, 0.00], [0.05, -0.01, 0.09], [0.03, -0.01, -0.02], [0.06, -0.10, -0.29], [0.13, -0.03, 0.25], [-0.11, -0.14, -0.51], [0.09, -0.08, -0.11], [0.02, 0.08, -0.15], [13.33, -8.30, 1.30]],
  "spin_multiplicity": 1,
  "total_energy_ha": -11469.00824,
  "fmax_ev_per_a": 15.8,
  "lumo_ev": -5.3,
  "charge": 1,
  "molar_mass_g_mol": 1288.41,
  "gap_ev": 4.46
}